1.
The following is a quantum chemistry calculation of a structure of composition C31H23AsClNO5V, from the Open Molecules 2025 dataset.

```
63
C31H23AsClNO5V | the Open Molecules 2025 dataset | ωB97M-V/def2-TZVPD
V -0.277 -0.373 0.618
O 2.591 -2.501 2.177
C 1.943 -1.974 1.361
O 0.822 -1.151 1.695
C 2.041 -1.986 -0.122
C 3.036 -2.631 -0.816
C 3.010 -2.541 -2.206
C 1.999 -1.818 -2.822
C 1.035 -1.192 -2.046
N 1.064 -1.284 -0.714
H 3.804 -3.174 -0.281
H 3.776 -3.025 -2.797
H 1.955 -1.727 -3.898
H 0.238 -0.607 -2.484
Cl -0.261 6.861 0.660
C -0.204 5.176 0.402
C 0.274 4.674 -0.819
C 0.344 3.312 -1.080
C -0.061 2.430 -0.102
O 0.000 1.089 -0.319
C -0.549 2.910 1.138
C -0.986 2.009 2.116
O -0.923 0.744 1.986
C -0.619 4.300 1.377
H 0.597 5.377 -1.577
H 0.717 2.950 -2.027
H -1.420 2.363 3.051
H -0.988 4.667 2.326
O -1.641 -1.238 0.226
As -3.184 -2.300 0.125
C -4.502 -1.218 0.894
C -4.497 -1.110 2.290
C -5.495 -0.375 2.905
C -6.483 0.230 2.134
C -6.487 0.107 0.748
C -5.494 -0.618 0.114
C -2.777 -3.800 1.196
C -1.496 -4.094 1.649
C -1.304 -5.229 2.420
C -2.379 -6.058 2.717
C -3.656 -5.758 2.257
C -3.868 -4.619 1.497
C -3.266 -2.618 -1.722
C -3.467 -1.562 -2.618
C -3.564 -1.846 -3.967
C -3.466 -3.164 -4.410
C -3.258 -4.204 -3.514
C -3.149 -3.938 -2.157
H -3.747 -1.616 2.886
H -5.519 -0.292 3.983
H -7.271 0.790 2.621
H -7.276 0.563 0.166
H -5.519 -0.744 -0.960
H -0.656 -3.452 1.420
H -0.317 -5.468 2.792
H -2.222 -6.944 3.318
H -4.488 -6.405 2.496
H -4.870 -4.378 1.157
H -3.552 -0.538 -2.272
H -3.731 -1.047 -4.677
H -3.557 -3.378 -5.467
H -3.187 -5.223 -3.869
H -2.992 -4.748 -1.455
```

Results
Total energy ... -5265.119158 a.u.
Charge ... +3
LUMO energy ... -11.534 eV



2.
The following is a quantum chemistry calculation of a structure of composition C31H23BrCoF5N8O, from the Open Molecules 2025 dataset.

```
70
C31H23BrCoF5N8O | the Open Molecules 2025 dataset | ωB97M-V/def2-TZVPD
Co 0.817 -1.461 0.251
O 3.970 0.688 5.077
C 3.307 0.265 3.997
C 3.755 -0.755 3.159
C 2.977 -1.094 2.080
N 1.806 -0.508 1.765
C 1.391 0.455 2.596
Br -0.252 1.303 2.252
C 2.098 0.881 3.701
H 4.779 0.182 5.215
H 4.677 -1.287 3.350
H 3.285 -1.912 1.444
H 1.716 1.667 4.334
N 2.404 -1.245 -1.091
C 2.093 -1.986 -2.300
C 2.869 -1.963 -3.422
C 2.507 -2.725 -4.553
C 1.386 -3.504 -4.529
C 0.571 -3.551 -3.374
C -0.593 -4.347 -3.275
C -1.310 -4.339 -2.116
C -0.886 -3.523 -1.049
N 0.182 -2.759 -1.107
C 0.926 -2.775 -2.256
H 3.304 -1.548 -0.728
H 2.505 -0.260 -1.319
H 3.768 -1.359 -3.445
H 3.132 -2.693 -5.435
H 1.109 -4.098 -5.390
H -0.896 -4.957 -4.117
H -2.201 -4.937 -1.995
H -1.449 -3.494 -0.126
C 1.556 2.070 -0.663
C 0.298 1.427 -1.138
N -0.089 0.191 -0.889
C -1.296 0.027 -1.536
C -1.644 1.177 -2.160
N -0.622 2.065 -1.903
C -0.624 3.459 -2.318
N -1.788 4.135 -1.842
N -2.828 4.351 -2.694
N -3.811 4.832 -2.049
C -3.459 4.930 -0.716
C -4.190 5.381 0.387
C -3.566 5.336 1.611
C -2.245 4.860 1.748
C -1.512 4.418 0.670
C -2.154 4.469 -0.570
H 2.091 1.376 -0.018
H 1.354 2.964 -0.072
H 2.206 2.358 -1.492
H -1.851 -0.892 -1.476
H -2.510 1.459 -2.734
H -0.643 3.530 -3.404
H 0.279 3.935 -1.940
H -5.201 5.743 0.269
H -4.092 5.673 2.494
H -1.796 4.844 2.733
H -0.499 4.057 0.787
F -2.395 -0.865 1.016
C -1.779 -1.754 1.826
C -0.460 -2.099 1.601
C 0.038 -3.051 2.469
F 1.322 -3.479 2.294
C -0.672 -3.616 3.511
F -0.122 -4.526 4.316
C -1.985 -3.219 3.707
F -2.703 -3.739 4.698
C -2.544 -2.283 2.854
F -3.810 -1.903 3.029
```

Results
Total energy ... -6164.352640 a.u.
Charge ... +1
LUMO energy (alpha / beta) ... -3.185 / -3.205 eV
2S+1 ... 2



3.
The following is a quantum chemistry calculation of a structure of composition C31H23Cl5NOP2Ru, from the Open Molecules 2025 dataset.

```
64
C31H23Cl5NOP2Ru | the Open Molecules 2025 dataset | ωB97M-V/def2-TZVPD
Ru -0.334 -0.588 -1.196
Cl 0.064 -7.320 -3.365
C -0.360 -5.876 -2.625
C 0.210 -4.649 -3.098
Cl 1.290 -4.643 -4.405
C -0.137 -3.482 -2.477
Cl 0.472 -1.955 -3.031
C -1.038 -3.434 -1.373
O -1.314 -2.343 -0.777
C -1.640 -4.674 -0.952
Cl -2.779 -4.612 0.294
C -1.285 -5.870 -1.554
Cl -1.961 -7.328 -1.010
C 1.540 2.300 1.552
N 0.662 1.490 0.694
P 0.310 -0.157 1.001
C 1.783 -1.162 0.715
C 2.847 -0.702 -0.076
C 3.952 -1.513 -0.267
C 4.000 -2.773 0.321
C 2.933 -3.241 1.085
C 1.813 -2.451 1.268
C -0.204 -0.273 2.704
C 0.790 -0.307 3.687
C 0.410 -0.227 5.016
C -0.935 -0.134 5.356
C -1.917 -0.133 4.373
C -1.558 -0.205 3.037
P 0.304 1.715 -0.958
C -1.546 1.533 -1.011
C -2.057 1.099 -2.257
C -3.426 0.924 -2.420
C -4.286 1.199 -1.362
C -3.783 1.633 -0.138
C -2.417 1.778 0.056
C 0.595 3.426 -1.408
C -0.033 4.438 -0.676
C 0.133 5.749 -1.077
C 0.892 6.049 -2.206
C 1.508 5.038 -2.931
C 1.361 3.718 -2.536
H 1.144 2.318 2.566
H 1.574 3.320 1.177
H 2.555 1.901 1.580
H 2.832 0.296 -0.497
H 4.786 -1.161 -0.859
H 4.878 -3.392 0.194
H 2.983 -4.215 1.554
H 0.976 -2.807 1.859
H 1.834 -0.398 3.414
H 1.170 -0.242 5.786
H -1.219 -0.071 6.398
H -2.962 -0.075 4.647
H -2.311 -0.229 2.258
H -1.401 1.041 -3.125
H -3.816 0.601 -3.376
H -5.353 1.085 -1.496
H -4.459 1.858 0.676
H -2.032 2.103 1.016
H -0.646 4.206 0.187
H -0.340 6.544 -0.516
H 0.996 7.078 -2.523
H 2.107 5.278 -3.798
H 1.846 2.925 -3.092
```

Results
Total energy ... -4402.621613 a.u.
Charge ... +3
Relative energy (zero: lowest compared OMol25 entry of this formula, charge and spin) ... 0.0 kcal/mol
LUMO energy (alpha / beta) ... -10.230 / -11.623 eV
2S+1 ... 5



4.
The following is a quantum chemistry calculation of a structure of composition C31H23N4O7RhS3, from the Open Molecules 2025 dataset.

```
69
C31H23N4O7RhS3 | the Open Molecules 2025 dataset | ωB97M-V/def2-TZVPD
Rh -0.330 -0.570 -1.537
C 3.150 1.344 0.009
C 1.888 0.534 -0.053
N 1.463 0.144 -1.212
N 2.363 0.215 -2.285
C 2.130 -0.736 -3.109
S 0.832 -1.880 -2.941
S 3.139 -0.933 -4.536
C 4.387 0.341 -4.253
C 5.361 0.084 -3.130
C 5.933 -1.169 -2.929
C 6.854 -1.371 -1.912
C 7.216 -0.323 -1.077
C 6.648 0.928 -1.267
C 5.728 1.126 -2.287
C 1.264 0.089 1.188
C 1.594 0.714 2.402
C 1.225 0.204 3.625
C 0.530 -1.011 3.662
C 0.173 -1.644 2.501
C 0.449 -1.086 1.221
O -0.037 -1.681 0.187
H 3.343 1.802 -0.953
H 3.999 0.711 0.273
H 3.050 2.121 0.763
H 3.866 1.283 -4.090
H 4.919 0.408 -5.206
H 5.626 -1.996 -3.558
H 7.279 -2.356 -1.762
H 7.924 -0.485 -0.273
H 6.906 1.749 -0.609
H 5.267 2.098 -2.419
H 2.138 1.648 2.384
H 1.464 0.738 4.535
H 0.244 -1.442 4.615
H -0.402 -2.562 2.508
N -0.782 1.235 -4.051
C -0.643 0.573 -3.114
O -3.970 -4.573 -1.229
C -4.753 -3.523 -0.853
C -6.049 -3.761 -0.395
C -6.865 -2.719 0.012
C -6.390 -1.417 -0.031
C -5.098 -1.187 -0.481
C -4.259 -2.215 -0.904
C -2.863 -1.845 -1.373
O -2.207 -2.636 -2.056
O -2.500 -0.665 -1.048
H -4.469 -5.379 -1.073
H -6.413 -4.785 -0.357
H -7.868 -2.930 0.364
H -7.009 -0.590 0.292
H -4.689 -0.186 -0.507
O -1.039 5.238 2.778
S -1.927 4.613 1.816
O -3.007 5.457 1.346
N -1.131 3.905 0.627
C -1.258 2.564 0.643
O -0.667 1.788 -0.113
C -2.156 2.079 1.772
C -2.505 0.781 2.098
C -3.320 0.582 3.206
C -3.773 1.656 3.968
C -3.417 2.959 3.639
C -2.607 3.136 2.536
H -2.171 -0.039 1.483
H -3.614 -0.426 3.476
H -4.409 1.473 4.827
H -3.758 3.805 4.225
```

Results
Total energy ... -3246.066096 a.u.
Charge ... -2
Relative energy (zero: lowest compared OMol25 entry of this formula, charge and spin) ... 26.0 kcal/mol
LUMO energy ... 3.938 eV



5.
The following is a quantum chemistry calculation of a structure of composition C31H23N5O2ReSSe, from the Open Molecules 2025 dataset.

```
64
C31H23N5O2ReSSe | the Open Molecules 2025 dataset | ωB97M-V/def2-TZVPD
Re -1.442 0.961 -0.228
O -3.366 -1.749 -1.503
S -2.024 -1.327 -1.315
O -1.640 -0.032 -1.952
N -1.697 -0.961 0.246
C -2.549 -1.119 1.296
C -3.310 -2.250 1.559
C -4.145 -2.280 2.676
C -4.180 -1.235 3.567
C -3.433 -0.060 3.330
C -3.447 1.066 4.177
C -2.758 2.197 3.801
C -2.107 2.230 2.568
N -2.047 1.180 1.749
C -2.656 0.022 2.149
C -0.842 -2.550 -1.838
C -1.275 -3.842 -2.079
C -0.357 -4.790 -2.507
C 0.970 -4.432 -2.685
C 1.395 -3.136 -2.432
C 0.483 -2.182 -2.005
H -3.253 -3.093 0.889
H -4.761 -3.149 2.850
H -4.800 -1.289 4.446
H -4.005 1.025 5.101
H -2.743 3.068 4.437
H -1.624 3.133 2.219
H -2.319 -4.084 -1.962
H -0.683 -5.797 -2.713
H 1.679 -5.169 -3.032
H 2.428 -2.866 -2.586
H 0.791 -1.159 -1.836
Se -2.169 3.239 -0.827
C -1.593 3.669 -2.583
C -0.750 2.815 -3.296
C -0.409 3.122 -4.597
C -0.886 4.285 -5.193
C -1.712 5.144 -4.477
C -2.068 4.845 -3.177
H -0.391 1.903 -2.832
H 0.221 2.449 -5.157
H -0.613 4.523 -6.211
H -2.084 6.043 -4.943
H -2.710 5.506 -2.613
N 7.603 -3.023 3.541
C 6.751 -2.455 3.032
C 5.694 -1.727 2.428
C 4.368 -2.105 2.643
C 3.344 -1.342 2.118
C 3.627 -0.201 1.368
C 4.953 0.145 1.109
C 5.980 -0.608 1.646
N 2.568 0.608 0.895
C 2.638 1.929 0.545
C 1.383 2.324 0.198
N 0.539 1.252 0.332
C 1.290 0.233 0.749
H 4.141 -2.981 3.230
H 2.324 -1.619 2.331
H 5.193 0.996 0.490
H 7.007 -0.330 1.465
H 3.547 2.494 0.568
H 1.024 3.286 -0.120
H 0.906 -0.748 0.951
```

Results
Total energy ... -4496.707042 a.u.
Charge ... +2
Relative energy (zero: lowest compared OMol25 entry of this formula, charge and spin) ... 35.7 kcal/mol
LUMO energy (alpha / beta) ... -8.110 / -7.153 eV
2S+1 ... 2



6.
The following is a quantum chemistry calculation of a structure of composition C31H24Br2HgIN3OS3, from the Open Molecules 2025 dataset.

```
66
C31H24Br2HgIN3OS3 | the Open Molecules 2025 dataset | ωB97M-V/def2-TZVPD
Hg -0.551 -0.132 0.042
S -2.021 1.060 -2.064
C -3.219 0.625 -0.993
N -3.014 -0.015 0.136
C -4.170 -0.281 0.809
C -4.275 -0.929 2.034
C -5.525 -1.162 2.568
C -6.675 -0.744 1.911
C -6.593 -0.064 0.708
C -5.343 0.165 0.169
S -4.920 0.980 -1.317
H -3.382 -1.224 2.559
H -5.614 -1.677 3.515
H -7.644 -0.953 2.341
H -7.480 0.283 0.199
C 3.678 -1.857 3.927
C 3.387 -1.766 2.429
C 2.360 -0.800 2.139
N 1.518 -0.054 1.924
H 4.407 -2.643 4.108
H 2.772 -2.095 4.480
H 4.072 -0.915 4.299
H 3.044 -2.736 2.055
H 4.290 -1.487 1.878
Br -1.325 1.014 3.447
C -0.722 2.417 2.310
C -0.353 3.614 2.867
C 0.079 4.627 2.014
C 0.078 4.363 0.636
C -0.329 3.135 0.183
N -0.723 2.136 1.001
H -0.399 3.750 3.936
H 0.405 5.578 2.405
H 0.396 5.115 -0.069
H -0.358 2.901 -0.872
C 4.684 0.968 -9.164
C 5.114 0.787 -7.740
O 5.564 -0.207 -7.226
S 4.824 2.303 -6.786
C 3.974 1.592 -5.386
C 4.591 0.692 -4.533
C 3.869 0.151 -3.486
C 2.544 0.525 -3.270
C 1.932 1.421 -4.152
C 2.644 1.950 -5.205
C 1.787 0.069 -2.164
C 1.106 -0.302 -1.232
H 5.015 0.135 -9.780
H 5.074 1.907 -9.551
H 3.594 1.016 -9.190
H 5.620 0.407 -4.689
H 4.331 -0.569 -2.826
H 0.895 1.685 -4.001
H 2.180 2.645 -5.891
Br -3.773 -4.473 1.708
C -2.781 -3.694 3.137
C -3.332 -3.690 4.402
C -2.645 -3.096 5.453
C -1.426 -2.467 5.218
C -0.888 -2.454 3.950
C -1.561 -3.065 2.896
I -0.546 -3.316 1.019
H -4.304 -4.135 4.558
H -3.073 -3.110 6.443
H -0.909 -1.962 6.020
H 0.044 -1.944 3.755
```

Results
Total energy ... -8228.870343 a.u.
Charge ... -1
Relative energy (zero: lowest compared OMol25 entry of this formula, charge and spin) ... 51.1 kcal/mol
LUMO energy (alpha / beta) ... 1.999 / 1.997 eV
2S+1 ... 2